A molecular structure, C56H51N4O4P2STi in a non-equilibrium geometry. Source: OMol25; level of theory: wB97M-V/def2-TZVPD.

**Total charge**: +2
**LUMO level (alpha / beta)**: -4.97 / -4.97 eV
**2S+1**: 2
**Expectation value of S²**: 0.75
**E_HOMO (alpha / beta)**: -11.814 / -11.851 eV
**E_tot**: -4614.31414 a.u.
**Energy relative to the best compared isomer or geometry (same formula, charge and spin)**: 437.7 kJ/mol

Geometry as XYZ:
```
119
Properties=species:S:1:pos:R:3:forces:R:3:lowdin_spin:R:1
Ti -17.680 -2.759 8.213 -0.02 0.53 -0.25 0.916
O -17.579 -6.842 10.176 0.26 -1.07 1.70 0.001
S -16.986 -7.160 11.687 0.09 -0.48 -2.28 0.000
C -17.966 -8.508 12.392 -1.12 -1.21 -0.17 0.000
C -17.378 -9.022 13.553 1.20 -0.03 -0.69 0.000
C -17.835 -10.249 14.108 0.36 1.20 0.29 0.000
C -18.892 -10.929 13.519 -1.29 0.44 0.37 0.000
C -19.629 -10.271 12.472 2.00 -1.45 1.56 0.000
C -19.142 -9.148 11.845 0.93 0.68 0.95 0.000
P -20.352 -8.452 10.701 0.13 0.78 -1.50 0.000
C -20.992 -9.858 9.718 0.58 -0.59 0.48 0.000
C -20.331 -11.056 9.406 0.31 -1.56 -1.25 0.000
C -20.863 -11.921 8.345 0.91 1.53 1.75 0.000
C -22.106 -11.643 7.836 0.31 -0.47 -0.42 0.000
C -22.768 -10.510 8.275 -2.14 0.51 -1.35 0.000
C -22.233 -9.585 9.124 0.29 0.41 0.06 0.000
C -21.638 -8.114 11.920 -0.52 -1.10 0.67 0.000
C -21.283 -7.114 12.816 -0.35 0.74 0.56 0.000
C -22.188 -6.702 13.807 1.18 0.46 -0.15 0.000
C -23.381 -7.364 13.984 -0.46 0.43 -0.60 0.000
C -23.781 -8.283 13.032 0.25 -1.48 -0.13 0.000
C -22.864 -8.796 12.083 -0.02 2.52 1.32 0.000
C -15.659 -8.239 11.036 1.41 0.30 -0.16 0.000
C -16.056 -9.187 10.101 -0.05 -0.74 0.56 0.000
C -15.124 -10.110 9.618 -0.70 0.82 0.09 0.000
C -13.803 -9.980 9.908 1.26 1.07 0.85 0.000
C -13.368 -8.875 10.642 0.13 -0.03 1.19 0.000
C -14.266 -8.034 11.324 -1.38 -0.91 -1.93 0.000
P -13.769 -6.589 12.231 -0.27 1.04 0.99 0.000
C -12.662 -5.704 11.117 1.73 0.44 -0.27 0.000
C -12.675 -5.796 9.731 -0.52 0.50 -0.17 0.000
C -11.975 -4.825 8.954 -1.10 -2.20 -2.38 0.000
C -11.215 -3.855 9.523 -0.48 0.69 0.20 0.000
C -11.104 -3.831 10.904 0.26 -0.85 -0.39 0.000
C -11.703 -4.801 11.679 -1.23 0.23 -2.29 0.000
C -12.645 -7.238 13.478 0.77 0.67 0.32 0.000
C -13.082 -7.246 14.803 0.39 -0.12 -1.32 0.000
C -12.181 -7.625 15.774 -2.04 0.91 1.74 0.000
C -10.924 -8.017 15.474 1.23 -1.05 0.00 0.000
C -10.512 -8.151 14.161 -0.47 0.69 -0.52 0.000
C -11.318 -7.567 13.177 -0.35 -1.26 0.50 0.000
H -16.380 -8.577 13.879 -1.58 -0.52 0.02 0.000
H -17.384 -10.506 15.085 -0.26 -0.42 -0.93 0.000
H -19.279 -11.861 14.008 0.40 1.01 -0.73 0.000
H -20.577 -10.655 12.146 -0.16 -0.37 -0.01 0.000
H -19.376 -11.445 9.897 -1.31 1.10 -0.64 0.000
H -20.262 -12.711 7.912 -0.04 -0.15 0.44 0.000
H -22.524 -12.280 7.045 0.07 0.38 0.46 0.000
H -23.752 -10.287 7.803 0.75 -0.17 0.50 0.000
H -22.744 -8.621 9.303 0.29 -0.74 -0.06 0.000
H -20.257 -6.697 12.794 -0.83 0.12 -0.21 0.000
H -21.989 -5.792 14.382 0.27 -0.64 0.20 0.000
H -24.007 -7.118 14.825 -0.33 0.23 -0.10 0.000
H -24.797 -8.697 13.068 0.56 -0.07 0.16 0.000
H -23.137 -9.669 11.573 -0.24 -0.80 -1.12 0.000
H -17.100 -9.309 9.854 -0.06 0.04 -0.08 0.000
H -15.390 -10.902 8.975 -0.73 -0.73 -0.53 0.000
H -13.067 -10.703 9.617 0.11 -0.23 -0.44 0.000
H -12.296 -8.700 10.823 -0.58 -0.24 -0.21 0.000
H -13.287 -6.618 9.303 0.48 0.91 -0.15 0.000
H -12.035 -4.944 7.809 0.16 0.32 1.91 0.000
H -10.744 -3.065 8.962 0.13 -0.12 -0.31 0.000
H -10.412 -3.115 11.271 0.38 0.37 0.87 0.000
H -11.390 -4.883 12.650 0.15 -0.03 2.58 0.000
H -14.080 -6.880 14.967 -0.23 -0.11 0.57 0.000
H -12.546 -7.563 16.807 0.48 -0.08 -0.26 0.000
H -10.215 -8.280 16.244 -0.14 -0.21 0.24 0.000
H -9.620 -8.730 13.975 0.38 0.56 -0.37 0.000
H -11.002 -7.439 12.163 0.41 -0.25 -0.44 0.000
O -18.176 -4.517 8.983 -0.95 -0.01 -0.80 0.015
C -19.583 -4.713 8.732 0.08 0.32 1.16 0.006
C -20.282 -3.543 8.006 -0.33 -0.77 -0.61 0.003
C -21.679 -3.373 8.025 -0.18 -0.38 0.66 0.000
C -22.275 -2.362 7.259 1.40 -1.74 1.75 0.002
C -21.429 -1.540 6.544 -0.36 1.49 -2.48 0.000
C -20.090 -1.825 6.393 0.12 -1.62 3.01 0.003
N -19.507 -2.800 7.215 -1.59 1.13 -0.83 -0.001
H -17.755 -5.898 9.919 -0.06 0.86 0.08 0.001
H -20.074 -4.790 9.717 -0.10 -0.25 -0.27 0.000
H -19.757 -5.670 8.194 0.03 0.59 0.12 0.000
H -22.264 -4.020 8.726 0.42 0.63 -0.93 0.000
H -23.333 -2.307 7.335 -0.70 0.64 -0.27 0.000
H -21.844 -0.679 5.957 0.42 -0.99 0.61 0.000
H -19.383 -1.265 5.839 0.25 0.53 -0.53 0.000
C -16.940 -2.353 11.246 -2.21 -0.39 0.45 -0.001
N -17.539 -1.829 10.032 -0.11 1.08 -0.85 -0.008
C -17.946 -0.568 9.901 -0.95 -0.40 0.85 0.002
C -17.727 0.130 8.720 0.49 -0.27 -2.26 0.003
C -17.272 1.451 8.489 -1.48 -1.04 -0.10 0.004
C -16.958 1.509 7.149 1.21 1.20 -0.89 0.003
C -17.113 0.246 6.594 -0.99 -1.28 1.34 0.003
N -17.585 -0.623 7.538 1.15 0.29 0.27 0.004
C -17.522 -1.900 12.600 1.13 -1.10 -0.80 0.000
C -18.844 -1.711 12.914 0.01 0.12 1.11 0.000
C -19.234 -1.626 14.263 0.27 -1.03 -0.58 0.000
C -18.295 -1.873 15.279 -0.33 1.63 -0.67 0.000
C -16.948 -1.691 14.945 -0.55 -0.91 0.04 0.000
C -16.577 -1.821 13.606 -0.68 0.39 1.25 0.000
H -15.926 -2.080 11.282 1.50 0.68 -0.31 0.000
H -16.901 -3.433 11.052 -0.38 -0.04 0.75 0.000
H -18.684 -0.103 10.590 1.53 0.08 0.66 0.000
H -17.247 2.188 9.243 0.12 0.87 0.44 0.000
H -16.545 2.356 6.589 -0.29 -0.34 0.48 0.000
H -16.966 -0.093 5.580 0.01 0.15 -0.08 0.000
H -19.576 -1.707 12.149 -0.73 0.13 -0.60 0.000
H -20.292 -1.478 14.436 0.04 -0.24 0.40 0.000
H -18.611 -2.039 16.299 0.01 0.37 0.08 0.000
H -16.232 -1.527 15.746 0.13 -0.43 -0.25 0.000
H -15.553 -1.946 13.394 1.15 0.17 -0.39 0.000
N -15.557 -4.409 4.275 -2.42 -0.62 -0.42 0.000
C -14.940 -3.909 5.537 2.84 -0.37 -1.30 0.004
C -16.012 -3.449 6.404 -2.47 0.78 4.90 0.025
O -17.216 -3.347 6.000 1.81 -0.40 -0.86 0.009
O -15.817 -3.265 7.689 1.35 -0.48 -3.34 0.002
H -15.496 -3.750 3.439 0.20 -1.27 1.32 0.000
H -16.646 -4.404 4.576 1.97 0.03 -0.83 0.000
H -15.233 -5.394 4.070 -0.54 1.51 -0.20 0.000
H -14.213 -3.132 5.230 -0.48 -0.09 0.62 0.002
H -14.315 -4.717 5.995 -0.78 0.65 -0.19 0.001
```
Positions in Å, forces in eV/Å.